(1)
Entry from the Open Molecules 2025 dataset: C16H34AgN4O24S3 as an isolated structure (the ωB97M-V functional and the def2-TZVPD basis).

Geometry (Å):
Ag  2.77580  1.60223  -1.48624
O  0.92294  2.46641  -0.71938
C  0.03392  1.44628  -0.53153
C  0.61437  -0.00813  -0.36106
O  1.67307  -0.33880  -1.06496
H  -0.66146  1.43974  -1.38890
H  -0.55093  1.62481  0.38761
H  -0.19840  -0.75398  -0.40354
H  0.90544  0.00596  0.71662
C  -3.14720  0.16302  -2.33309
N  -3.74841  -0.44563  -3.55447
O  -3.10784  -1.32248  -4.10132
O  -4.81893  -0.02557  -3.92075
H  -2.69918  -0.63558  -1.75426
H  -3.89542  0.70607  -1.76719
H  -2.45775  0.90386  -2.73422
C  0.78209  3.95556  1.98787
N  2.03504  3.22516  2.26327
O  1.95134  2.13488  2.79039
O  3.06628  3.75624  1.90505
H  0.72294  4.08064  0.90929
H  0.77385  4.88660  2.54225
H  -0.04610  3.31471  2.28178
C  -2.17726  4.83125  -0.08494
N  -3.20972  3.75682  -0.19257
O  -3.18489  3.07773  -1.20515
O  -3.96344  3.59338  0.73393
H  -2.38243  5.57063  -0.85236
H  -1.22739  4.34264  -0.30276
H  -2.19719  5.22984  0.92061
C  -0.09470  4.43383  -3.33761
N  0.17223  5.34463  -4.46813
O  0.20400  6.53492  -4.23133
O  0.39792  4.83440  -5.54425
H  -0.69309  3.58829  -3.65414
H  -0.65953  4.98225  -2.58746
H  0.81574  4.14273  -2.82135
O  -5.39305  0.15963  0.94858
C  -4.47891  0.33660  1.68941
O  -4.66326  0.61657  3.00828
C  -3.40820  0.81446  3.67477
C  -2.39664  1.14050  2.57893
C  -3.00268  0.41682  1.35965
H  -3.15078  -0.12159  4.17359
H  -3.51875  1.61406  4.40155
H  -1.41835  0.73039  2.83498
H  -2.28058  2.19878  2.34542
H  -2.58434  -0.59558  1.34227
H  -2.79481  0.91178  0.41784
C  0.93669  -4.17127  -0.31173
C  0.24400  -3.49428  -1.48858
O  -1.13544  -3.40313  -1.10820
S  -1.42235  -4.18099  0.25368
O  -2.47518  -5.09811  0.06293
O  -1.45958  -3.22443  1.30856
O  -0.05385  -4.97114  0.31149
H  1.36177  -3.43425  0.37532
H  1.80843  -4.76678  -0.57834
H  0.37697  -3.96432  -2.46004
H  0.58770  -2.45937  -1.56034
C  1.34334  -2.09024  3.91032
C  1.58439  -1.34648  2.58648
O  2.71394  -2.00842  1.96055
S  3.18624  -3.27798  2.81156
O  4.58151  -3.36710  2.98297
O  2.45743  -4.39439  2.33866
O  2.57126  -2.74907  4.17154
H  0.51762  -2.79781  3.84590
H  1.18423  -1.38543  4.71966
H  1.88275  -0.31666  2.77178
H  0.76415  -1.44245  1.87756
C  3.48941  -2.70165  -2.51069
C  3.92768  -2.46361  -1.04373
O  4.42453  -3.71245  -0.55458
S  4.74099  -4.64692  -1.80272
O  4.56704  -5.98739  -1.42797
O  5.91551  -4.19762  -2.45036
O  3.47243  -4.13256  -2.63235
H  4.11377  -2.15356  -3.21383
H  2.44738  -2.43381  -2.67370
H  3.06417  -2.22792  -0.42213
H  4.64572  -1.66610  -0.86065

## Properties
Spin multiplicity   2
LUMO energy (spin up / spin down)   -0.0776 / -0.1447 hartree
ΔE to the lowest compared entry with this formula, charge and spin   0.0 kcal/mol
HOMO energy (spin up / spin down)   -10.60 / -10.31 eV
HOMO-LUMO gap (spin up / spin down)   0.31195 / 0.23430 Eh

(2)
Entry from the Open Molecules 2025 dataset: C16H34B3BeCl4Cs2FMgN2O15PS2 as an isolated structure (the ωB97M-V functional and the def2-TZVPD basis).

Geometry (Å):
B  -2.81661  -9.22877  1.76586
O  -1.56002  -9.29601  2.53889
B  -0.41346  -9.16552  1.64628
O  -0.40167  -9.67437  0.28862
B  -1.69985  -9.30328  -0.24877
C  -1.88192  -8.28407  -1.51030
C  -1.74128  -6.80605  -0.86120
C  -2.02610  -5.61267  -1.87887
C  -0.80969  -5.17350  -2.81057
C  0.66042  -5.50687  -2.27864
C  1.28622  -4.39205  -1.29823
C  0.55956  -4.28055  0.12170
S  0.74904  -2.48455  0.66652
C  -0.98736  -1.92077  0.91252
N  -2.17329  -2.60291  0.50877
N  -3.32277  -1.95460  0.80863
C  -2.85755  -0.76118  1.44432
O  -1.45653  -0.72187  1.54264
O  -2.86836  -9.86367  0.44770
H  -3.80532  -8.69378  2.14638
H  0.58414  -8.59671  1.99568
H  -2.97975  -8.37652  -1.83856
H  -1.15126  -8.48617  -2.35661
H  -2.56402  -6.75522  -0.04730
H  -0.75111  -6.72073  -0.28675
H  -2.87399  -5.96461  -2.57029
H  -2.46122  -4.73457  -1.27858
H  -0.87082  -4.02925  -2.91355
H  -0.96673  -5.56900  -3.88381
H  1.34610  -5.50096  -3.20722
H  0.79851  -6.53413  -1.80734
H  2.36306  -4.74977  -1.08078
H  1.41564  -3.37090  -1.80201
H  0.99415  -4.98403  0.92402
H  -0.55921  -4.47857  0.09586
H  -3.60166  0.01413  1.79733
O  1.81726  1.49382  1.27043
C  1.62441  2.21199  2.32873
C  0.05987  2.75503  2.32554
O  -0.13056  3.48357  3.37372
H  2.24724  3.11343  2.44708
H  1.75960  1.71719  3.30491
H  -0.56242  1.85075  2.22046
H  -0.08097  3.23803  1.34447
Cs  -3.13210  -9.48308  4.22674
Be  2.24989  -9.02565  2.60901
O  2.59566  7.76794  3.76537
S  1.60126  6.69233  3.96723
O  1.32906  6.54158  5.41243
O  2.13173  5.43254  3.43686
O  0.35986  7.04058  3.27174
Cs  3.24313  7.20704  5.60672
Mg  4.26152  -9.85902  0.77775
C  3.83870  6.18383  -0.62020
O  4.99442  6.58452  0.10478
H  4.14032  5.49408  -1.40821
H  3.13755  5.68085  0.05076
H  3.36227  7.05865  -1.06950
H  4.70157  7.19214  0.79364
F  -2.13997  -4.27276  -4.58874
C  -1.77428  2.13041  -1.82830
O  -0.95936  3.25761  -2.15001
P  -1.78369  4.52685  -2.97231
O  -0.46957  5.22945  -3.29302
O  -2.40551  5.08506  -1.56428
C  -1.51197  5.49763  -0.54135
O  -2.73691  5.67063  -3.81952
C  -2.32602  5.99080  -5.14083
H  -1.18583  1.43803  -1.22349
H  -2.65251  2.44161  -1.25299
H  -2.09164  1.62639  -2.74286
H  -0.50363  5.68906  -0.91211
H  -1.46957  4.72372  0.22863
H  -1.89739  6.41505  -0.09270
H  -1.97533  5.10160  -5.66826
H  -1.53873  6.74556  -5.11004
H  -3.18210  6.40617  -5.67568
C  5.18003  12.09807  2.62266
Cl  4.39331  12.24158  4.20947
Cl  4.84089  10.49504  1.93705
Cl  4.55118  13.35193  1.53484
Cl  6.93402  12.30241  2.81103

## Properties
Total charge   +1
LUMO energy   -0.2948 hartree
HOMO energy   -8.92 eV
HOMO-LUMO gap   0.03297 Eh

(3)
Entry from the Open Molecules 2025 dataset: C16H34BEuNP2 as an isolated structure (the ωB97M-V functional and the def2-TZVPD basis).

Geometry (Å):
P  -0.41105  0.70817  -2.33323
P  -1.91416  -1.55846  -0.26691
C  -1.61596  -0.55878  -2.90545
C  -2.62952  -1.00032  -1.86212
H  -1.01318  -1.41850  -3.25261
H  -2.09416  -0.11313  -3.78425
H  -3.31890  -0.17389  -1.61320
H  -3.23330  -1.84758  -2.20214
C  -1.35376  -3.19992  -0.46962
H  -0.99341  -3.59670  0.49858
H  -0.52861  -3.31212  -1.19649
H  -2.21637  -3.78290  -0.80246
C  -3.10581  -1.48218  0.96061
H  -3.94920  -2.08831  0.62171
H  -3.45239  -0.45191  1.16835
H  -2.71315  -1.89460  1.90541
C  0.95256  0.70169  -3.37463
H  1.67764  1.50458  -3.14959
H  0.53487  0.85274  -4.37123
H  1.49094  -0.26474  -3.36217
C  -1.20705  2.26474  -2.39086
H  -2.05404  2.36677  -1.68584
H  -1.56692  2.39735  -3.41531
H  -0.48137  3.06319  -2.14938
Eu  -0.05361  -0.07267  0.02855
C  -5.68934  -2.36502  -4.29270
C  -4.77545  -3.32011  -4.39953
C  -4.03916  -3.82308  -5.60465
C  -4.01558  -2.89467  -6.84145
C  -3.40660  -1.55464  -6.56850
C  -3.96965  -0.46662  -6.06199
C  -5.38355  -0.22205  -5.62969
C  -6.25185  -1.47198  -5.35424
C  1.81971  1.32874  0.18194
H  -6.09128  -2.16915  -3.27253
H  -4.50975  -3.86362  -3.47209
H  -4.43645  -4.80747  -5.90317
H  -2.99230  -4.01575  -5.30074
H  -3.41022  -3.41047  -7.62214
H  -5.02553  -2.80912  -7.26170
H  -2.32090  -1.49073  -6.81015
H  -3.32176  0.42489  -5.94951
H  -5.89738  0.41503  -6.36916
H  -5.35052  0.38347  -4.70306
H  -7.25026  -1.10591  -5.02102
H  -6.43453  -2.01192  -6.29168
H  1.65686  1.93490  1.21106
H  1.73431  2.06640  -0.54936
H  2.61603  0.69987  0.18187
B  2.90132  1.12830  3.59227
C  2.03033  0.78862  2.55442
N  1.28061  0.42857  1.80390
H  3.51055  0.15422  4.07086
H  2.31983  1.65779  4.56175
H  3.80026  1.94511  3.27546

## Properties
Spin multiplicity   8
LUMO energy (spin up / spin down)   -0.0144 / -0.0154 hartree
ΔE to the lowest compared entry with this formula, charge and spin   56.3 kcal/mol
HOMO energy (spin up / spin down)   -5.03 / -5.19 eV
HOMO-LUMO gap (spin up / spin down)   0.17031 / 0.17537 Eh

(4)
Entry from the Open Molecules 2025 dataset: a 2-piece molecular cluster, C16H34Br2ClIN6O7P overall (the ωB97M-V functional and the def2-TZVPD basis).

Geometry (Å):
C  -2.62888  1.85718  1.77027
C  -1.20301  1.90945  2.31940
C  -0.81649  0.65843  3.16519
Cl  -0.38068  1.19961  4.83259
C  0.18173  -0.35034  2.54484
C  -0.30070  -0.47910  1.07531
C  0.20480  -1.67008  0.26507
C  -0.67689  -1.77676  -0.98841
N  -0.76208  -0.50308  -1.71694
C  -0.06376  -1.67051  3.32276
Br  -1.76934  -2.52642  2.80746
N  0.94581  -2.69327  3.17117
C  2.33048  -2.34209  3.17995
N  3.00413  -3.06195  4.21065
Br  3.10715  -3.09072  1.42949
C  2.65771  -0.80167  3.27473
C  2.85594  -0.42725  4.73939
N  1.77319  -0.90421  5.60186
O  3.82856  -0.63731  2.52006
N  4.96772  0.02360  3.23067
O  5.83124  -0.71456  3.34828
N  1.63860  0.04215  2.49041
C  1.95944  1.49473  2.54880
C  2.16019  2.12068  1.16102
O  1.58648  3.09858  0.82908
I  3.56559  1.25282  -0.21404
H  -2.93430  2.88087  1.56650
H  -2.73323  1.26849  0.86545
H  -3.30587  1.51881  2.55315
H  -0.47955  2.15890  1.55217
H  -1.18221  2.73844  3.02258
H  -1.76594  0.15829  3.31105
H  -1.37918  -0.40458  1.01544
H  0.09356  0.39866  0.55567
H  1.20207  -1.43732  -0.11296
H  0.15842  -2.63163  0.76055
H  -1.66503  -2.08080  -0.61726
H  -0.33530  -2.60320  -1.60489
H  -1.57242  -0.02256  -1.35072
H  -0.96230  -0.72758  -2.68544
H  -0.26568  -1.42714  4.35832
H  0.74950  -3.40014  3.86726
H  2.71042  -4.02893  4.19829
H  4.00625  -2.99979  4.08332
H  2.97644  0.64110  4.90509
H  3.77171  -0.86805  5.12219
H  1.61111  -0.21647  6.32244
H  2.04206  -1.76851  6.05008
H  1.92034  -0.19439  1.52063
H  1.25567  2.13464  3.06490
H  2.91892  1.65745  3.03673
C  -0.03043  1.74905  -6.38934
O  -1.42617  2.06776  -6.33750
P  -2.39123  0.85976  -5.84832
O  -1.69836  0.15957  -4.75462
O  -2.30626  0.05603  -7.27087
C  -2.30141  0.75322  -8.52581
O  -3.95829  0.45178  -5.62386
C  -4.99250  1.19772  -6.30396
H  0.42950  2.49196  -7.03814
H  0.40757  1.81756  -5.39649
H  0.13170  0.75426  -6.80131
H  -1.29268  0.75021  -8.93869
H  -2.63898  1.78344  -8.43109
H  -2.96398  0.22322  -9.20753
H  -4.92254  1.05080  -7.38355
H  -4.92854  2.26012  -6.07121
H  -5.94981  0.82109  -5.95731

## Properties
Total charge   +1
LUMO energy   -0.1457 hartree
HOMO energy   -11.39 eV
HOMO-LUMO gap   0.27294 Eh